[1]
{
  "formula": "C3H6O4Yb",
  "method": "wB97M-V/def2-TZVPD",
  "multiplicity": 3,
  "total_charge": 2,
  "s_squared": 2.001,
  "homo_energy_ev": [-17.1, -17.1],
  "symbols": ["O", "C", "C", "O", "O", "C", "Yb", "H", "H", "H", "H", "O", "H", "H"],
  "positions_angstrom": [[1.152, -0.891, 0.493], [0.430, 0.175, 0.715], [1.387, -1.040, -0.921], [0.137, 0.570, 1.840], [0.183, 0.875, -0.359], [0.688, 0.188, -1.520], [0.557, 0.262, 4.259], [0.937, -1.985, -1.237], [2.469, -1.051, -1.084], [-0.161, -0.070, -2.158], [1.370, 0.865, -2.042], [-3.063, 0.313, 0.721], [-2.643, 0.971, 1.299], [-3.441, 0.819, -0.005]],
  "atomic_forces_ev_per_a": [[-0.48, 0.00, 0.99], [1.32, 0.10, -2.35], [0.19, -0.33, -0.79], [-0.07, -0.05, 3.96], [-0.51, -0.04, 1.16], [0.15, -0.19, -0.72], [-0.56, 0.31, -2.69], [0.18, 0.20, 0.09], [-0.27, -0.04, 0.08], [0.19, 0.11, 0.15], [-0.22, -0.13, 0.14], [0.68, 0.14, 0.44], [-0.45, -0.15, -0.44], [-0.14, 0.06, -0.03]]
}



[2]
{
  "formula": "C36H72BFN6O7",
  "method": "wB97M-V/def2-TZVPD",
  "homo_energy_ev": -9.0,
  "smiles": "CB(O)[C@](C#N)(CCN)[C@@](C#N)(CCCF)CC(N)(N)N.C1CCOC1.C1CCOC1.C1CCOC1.C1CCOC1.C1CCOC1.C1CCOC1",
  "symbols": ["C", "B", "O", "C", "C", "N", "C", "C", "N", "C", "C", "N", "C", "C", "C", "F", "C", "C", "N", "N", "N", "H", "H", "H", "H", "H", "H", "H", "H", "H", "H", "H", "H", "H", "H", "H", "H", "H", "H", "H", "H", "H", "H", "H", "H", "C", "C", "C", "O", "C", "H", "H", "H", "H", "H", "H", "H", "H", "C", "C", "C", "O", "C", "H", "H", "H", "H", "H", "H", "H", "H", "C", "C", "C", "O", "C", "H", "H", "H", "H", "H", "H", "H", "H", "C", "C", "C", "O", "C", "H", "H", "H", "H", "H", "H", "H", "H", "C", "C", "C", "O", "C", "H", "H", "H", "H", "H", "H", "H", "H", "C", "C", "C", "O", "C", "H", "H", "H", "H", "H", "H", "H", "H"],
  "positions_angstrom": [[-3.060, 0.845, -4.765], [-3.134, -0.687, -5.165], [-3.009, -1.028, -6.465], [-3.415, -1.895, -4.120], [-3.880, -2.970, -4.980], [-4.282, -3.862, -5.631], [-4.655, -1.485, -3.276], [-5.578, -2.625, -2.810], [-6.481, -2.168, -1.740], [-2.093, -2.213, -3.328], [-0.991, -1.954, -4.265], [-0.104, -1.826, -4.999], [-1.876, -1.098, -2.244], [-2.007, -1.486, -0.775], [-3.385, -1.777, -0.254], [-4.104, -0.615, -0.067], [-1.892, -3.586, -2.691], [-1.773, -4.884, -3.532], [-3.008, -5.660, -3.612], [-1.308, -4.681, -4.870], [-0.823, -5.808, -2.818], [-2.869, 1.453, -5.635], [-3.966, 1.155, -4.262], [-2.212, 1.009, -4.113], [-2.520, -0.361, -6.946], [-5.281, -0.892, -3.934], [-4.434, -0.849, -2.434], [-5.001, -3.437, -2.385], [-6.203, -2.933, -3.628], [-7.103, -1.474, -2.137], [-5.957, -1.701, -1.013], [-2.534, -0.262, -2.413], [-0.882, -0.693, -2.351], [-1.665, -0.629, -0.209], [-1.356, -2.280, -0.457], [-3.290, -2.230, 0.724], [-3.970, -2.459, -0.856], [-2.685, -3.745, -1.978], [-0.981, -3.518, -2.120], [-3.805, -5.116, -3.323], [-2.925, -6.462, -3.007], [-0.327, -4.461, -4.920], [-1.505, -5.491, -5.429], [0.100, -5.409, -2.944], [-0.980, -5.716, -1.818], [2.471, -0.899, 1.825], [2.469, -2.386, 2.172], [1.171, -2.855, 1.534], [0.958, -2.021, 0.390], [1.864, -0.908, 0.432], [3.455, -0.439, 1.850], [1.825, -0.351, 2.512], [3.320, -2.883, 1.698], [2.511, -2.587, 3.241], [0.323, -2.726, 2.218], [1.205, -3.899, 1.220], [2.630, -1.061, -0.335], [1.322, 0.009, 0.202], [6.416, -5.854, 0.453], [5.165, -6.223, -0.339], [4.402, -7.073, 0.667], [4.741, -6.570, 1.962], [5.851, -5.676, 1.855], [6.924, -4.963, 0.085], [7.127, -6.683, 0.436], [4.596, -5.321, -0.579], [5.372, -6.750, -1.268], [4.708, -8.123, 0.613], [3.321, -7.022, 0.533], [5.485, -4.654, 2.007], [6.576, -5.903, 2.637], [2.781, 4.526, 1.627], [1.305, 4.315, 1.949], [1.100, 2.867, 1.528], [2.349, 2.201, 1.738], [3.373, 3.171, 1.987], [3.241, 5.348, 2.176], [2.907, 4.719, 0.559], [1.139, 4.421, 3.023], [0.639, 5.004, 1.432], [0.845, 2.794, 0.464], [0.322, 2.363, 2.104], [3.638, 3.122, 3.049], [4.257, 2.924, 1.397], [-11.951, -1.053, -2.329], [-11.456, 0.323, -1.893], [-9.947, 0.147, -1.982], [-9.705, -0.796, -3.030], [-10.938, -1.421, -3.403], [-12.976, -1.055, -2.698], [-11.887, -1.754, -1.495], [-11.789, 1.083, -2.603], [-11.790, 0.616, -0.900], [-9.542, -0.264, -1.050], [-9.425, 1.078, -2.206], [-11.238, -1.032, -4.382], [-10.783, -2.496, -3.490], [3.865, 8.315, 5.675], [4.345, 9.415, 4.733], [5.079, 8.611, 3.669], [4.419, 7.343, 3.588], [3.526, 7.200, 4.698], [3.019, 8.605, 6.295], [4.680, 8.004, 6.333], [3.489, 9.930, 4.292], [4.979, 10.159, 5.212], [6.124, 8.438, 3.953], [5.061, 9.088, 2.689], [2.498, 7.295, 4.329], [3.647, 6.205, 5.131], [8.108, 5.657, 4.747], [6.910, 5.278, 3.882], [6.985, 3.759, 3.904], [7.554, 3.395, 5.164], [8.089, 4.557, 5.801], [8.043, 6.656, 5.178], [9.028, 5.600, 4.160], [5.986, 5.613, 4.352], [6.944, 5.690, 2.875], [7.639, 3.380, 3.111], [6.006, 3.290, 3.800], [7.435, 4.823, 6.639], [9.079, 4.328, 6.195]],
  "atomic_forces_ev_per_a": [[0.49, -0.88, 0.01], [0.05, 0.63, 0.11], [0.30, -0.53, 0.09], [-0.56, 0.49, -0.19], [-0.80, -3.31, -1.76], [0.83, 2.62, 1.64], [-0.38, -0.62, -0.44], [0.02, 1.11, 1.20], [-0.12, -0.15, -0.45], [-0.02, 0.95, -0.15], [1.17, -0.65, -1.15], [-0.76, 0.29, 0.80], [-0.03, -0.33, 0.63], [-0.40, 0.36, -0.11], [0.45, -0.60, 0.54], [-0.49, 0.66, -0.23], [-0.16, -0.14, -0.57], [0.26, -1.50, 0.25], [-0.02, 0.39, 0.28], [-0.01, 0.62, -0.07], [-0.06, 0.62, -0.01], [-0.22, 0.34, -0.35], [-0.20, 0.27, 0.17], [0.13, 0.16, 0.41], [-0.19, 0.30, -0.42], [-0.18, 0.38, -0.13], [0.35, 0.16, 0.17], [0.10, -0.51, -0.28], [0.00, -0.61, -0.33], [-0.26, 0.01, 0.10], [0.05, 0.12, 0.14], [-0.25, 0.20, -0.21], [0.45, 0.03, -0.12], [0.18, 0.28, 0.26], [0.36, -0.35, -0.15], [-0.01, -0.17, 0.36], [-0.15, -0.05, -0.30], [-0.29, -0.10, 0.34], [0.40, 0.17, 0.20], [-0.27, -0.03, -0.23], [0.01, -0.15, 0.05], [0.22, 0.16, -0.06], [-0.17, -0.24, -0.06], [0.24, -0.15, -0.10], [-0.15, -0.20, 0.14], [-0.14, -0.12, 0.11], [0.14, -0.01, -0.09], [-0.11, 0.06, 0.04], [0.06, -0.04, 0.05], [0.10, -0.03, -0.12], [0.01, 0.02, 0.00], [0.03, 0.05, 0.00], [-0.01, -0.03, 0.02], [-0.02, 0.00, 0.01], [0.03, -0.04, 0.04], [-0.03, 0.01, -0.06], [0.01, 0.06, 0.01], [-0.05, -0.02, -0.01], [0.04, -0.12, -0.01], [-0.05, 0.12, 0.00], [0.08, -0.09, 0.04], [0.03, 0.02, -0.07], [-0.11, 0.12, -0.01], [-0.02, 0.02, 0.00], [0.01, 0.01, 0.01], [-0.01, -0.01, -0.01], [0.01, -0.02, 0.00], [-0.03, 0.00, -0.06], [-0.01, 0.00, 0.06], [0.08, 0.03, 0.00], [-0.05, -0.04, 0.05], [0.03, 0.04, -0.09], [0.02, -0.01, 0.14], [0.04, -0.03, -0.13], [-0.02, 0.14, -0.03], [-0.05, 0.01, 0.15], [0.01, 0.00, 0.00], [0.01, 0.00, 0.00], [-0.02, 0.00, 0.00], [0.00, 0.00, -0.03], [-0.06, 0.04, 0.01], [0.03, -0.06, 0.01], [0.05, 0.05, -0.01], [-0.02, -0.08, -0.01], [0.03, -0.07, 0.12], [-0.05, 0.06, -0.12], [0.10, -0.11, 0.11], [-0.06, 0.08, 0.06], [0.02, 0.05, -0.14], [0.00, 0.02, -0.02], [-0.01, -0.01, -0.01], [0.00, 0.01, 0.01], [0.01, -0.02, 0.02], [-0.02, 0.06, 0.04], [0.04, -0.03, -0.05], [-0.05, -0.04, 0.00], [0.07, 0.00, 0.00], [0.13, -0.03, 0.06], [-0.12, 0.03, -0.05], [0.14, -0.08, 0.01], [-0.14, 0.14, 0.10], [-0.11, 0.00, -0.12], [-0.02, 0.00, -0.01], [-0.01, -0.01, 0.00], [0.01, 0.01, -0.01], [0.02, -0.01, 0.01], [0.01, 0.05, -0.01], [-0.01, -0.06, -0.04], [-0.02, -0.02, 0.06], [0.03, -0.03, -0.05], [0.09, -0.06, -0.10], [-0.01, -0.01, 0.16], [0.16, -0.09, -0.10], [0.00, 0.11, -0.01], [-0.14, 0.01, 0.06], [-0.02, 0.00, 0.02], [0.01, 0.01, 0.02], [-0.02, 0.04, -0.04], [-0.02, 0.01, -0.01], [-0.06, 0.02, -0.05], [0.02, -0.07, 0.05], [0.05, 0.06, 0.02], [-0.01, -0.07, 0.00]]
}



| no. | calculated total energy (Ha) |
| --- | --- |
| 1 | -1576.799229 |
| 2 | -2394.754733 |